{
  "formula": "C33H35BN10NaP",
  "method": "the ωB97M-V functional and the def2-TZVPD basis",
  "multiplicity": 2,
  "gap_ev": [8.6, 6.7],
  "s2": 0.756,
  "homo_energy_ev": [-10.55, -10.63],
  "total_charge": 1,
  "e_tot_ha": -2354.4328,
  "elements": ["Na", "C", "C", "C", "C", "N", "N", "B", "N", "C", "C", "C", "C", "N", "N", "C", "C", "C", "C", "N", "N", "C", "C", "C", "C", "N", "H", "H", "H", "H", "H", "H", "H", "H", "H", "H", "H", "H", "H", "H", "H", "H", "H", "H", "H", "H", "N", "P", "C", "C", "C", "C", "C", "C", "C", "C", "C", "C", "C", "C", "C", "C", "C", "C", "C", "N", "H", "H", "H", "H", "H", "H", "H", "H", "H", "H", "H", "H", "H", "H", "H"],
  "xyz": [[0.75, 2.20, -0.68], [-2.05, 2.37, -3.49], [-1.60, 1.03, -3.01], [-2.25, -0.22, -3.14], [-1.46, -1.10, -2.46], [-0.41, -0.41, -1.94], [-0.50, 0.90, -2.28], [0.89, -1.01, -1.41], [2.10, -0.32, -2.10], [3.12, -0.84, -2.81], [4.03, 0.16, -3.07], [3.49, 1.30, -2.46], [4.04, 2.69, -2.40], [2.33, 1.00, -1.87], [1.11, -0.71, 0.23], [1.75, -1.67, 1.27], [1.43, -1.16, 2.65], [0.94, 1.01, 2.87], [0.65, 2.06, 3.90], [0.95, 1.43, 1.47], [0.91, -2.50, -1.66], [0.94, -3.11, -2.88], [0.58, -4.42, -2.71], [0.30, -4.54, -1.33], [-0.15, -5.75, -0.58], [0.49, -3.39, -0.72], [-2.87, 2.27, -4.20], [-1.24, 2.90, -3.97], [-2.41, 2.97, -2.65], [-3.16, -0.44, -3.67], [-1.55, -2.17, -2.30], [3.16, -1.88, -3.06], [4.95, 0.08, -3.62], [4.99, 2.74, -2.93], [4.21, 3.01, -1.38], [3.36, 3.40, -2.87], [1.64, -2.71, 1.02], [1.41, -1.97, 3.37], [0.59, 1.60, 4.89], [-0.28, 2.59, 3.71], [1.46, 2.80, 3.92], [1.17, -2.56, -3.77], [0.52, -5.18, -3.47], [0.47, -6.61, -0.81], [-1.18, -6.00, -0.82], [-0.08, -5.56, 0.49], [-2.03, 1.56, 1.81], [-1.54, 0.69, 0.42], [-2.45, -0.87, 0.65], [-1.93, -2.11, 0.96], [-2.74, -3.23, 1.00], [-4.10, -3.11, 0.74], [-4.64, -1.87, 0.42], [-3.82, -0.76, 0.35], [0.25, 0.21, 1.07], [2.65, -0.83, 0.50], [3.55, 0.17, 1.10], [3.43, 0.52, 2.38], [2.22, 0.11, 3.12], [0.17, -0.29, 2.52], [-1.95, 2.95, 1.80], [-2.67, 3.69, 2.74], [-2.52, 5.06, 2.74], [-1.68, 5.66, 1.80], [-1.02, 4.83, 0.91], [-1.14, 3.50, 0.90], [-2.65, 1.14, 2.48], [-0.87, -2.25, 1.13], [-2.32, -4.20, 1.22], [-4.74, -3.99, 0.77], [-5.69, -1.78, 0.20], [-4.24, 0.19, 0.05], [3.07, -1.30, -0.38], [4.36, 0.52, 0.48], [4.15, 1.18, 2.85], [2.37, 0.07, 4.20], [-0.78, -0.59, 2.95], [-3.32, 3.20, 3.45], [-3.06, 5.67, 3.45], [-1.54, 6.73, 1.77], [-0.37, 5.26, 0.16]],
  "nbo_charge": [0.897, -0.648, 0.190, -0.344, 0.009, -0.463, -0.352, 1.081, -0.405, -0.019, -0.340, 0.157, -0.645, -0.369, -0.501, -0.021, -0.255, 0.113, -0.629, -0.333, -0.446, -0.022, -0.333, 0.157, -0.641, -0.320, 0.230, 0.229, 0.226, 0.238, 0.238, 0.233, 0.239, 0.235, 0.221, 0.227, 0.285, 0.254, 0.226, 0.229, 0.232, 0.230, 0.238, 0.231, 0.227, 0.222, -0.938, 1.127, -0.413, -0.227, -0.141, -0.207, -0.204, -0.189, 0.020, -0.058, -0.169, -0.152, -0.238, -0.254, 0.390, -0.291, -0.128, -0.287, 0.060, -0.519, 0.416, 0.224, 0.212, 0.225, 0.226, 0.221, 0.259, 0.228, 0.229, 0.243, 0.247, 0.225, 0.231, 0.235, 0.193]
}